Below is a 2-piece molecular cluster, C22H27N2 overall at a distorted geometry, with properties calculated with ωB97M-V with the def2-TZVPD basis set.

total energy	-26225.687	eV
net charge	+1
relative energy (zero: lowest compared OMol25 entry of this formula, charge and spin)	60.0	kJ/mol
Kohn-Sham gap	6.293	eV

Each atom is followed by the atoms it is bonded to, with distances in Å.
Positions of all 51 atoms, in Å:
1 C 0.8976 -3.3639 0.0784  C2 1.515, C9 1.514, H10 1.095, H11 1.091
2 C 0.8474 -1.9305 0.5661  C1 1.515, N3 1.449, H12 1.110, H13 1.097
3 N -0.4398 -1.3085 0.3283  C2 1.449, C4 1.291
4 C -1.4819 -2.0701 0.3557  N3 1.291, C5 1.524, N8 1.352
5 C -2.9283 -1.5917 0.3072  C4 1.524, C6 1.531, H14 1.098, H15 1.097
6 C -3.7493 -2.8680 0.5118  C5 1.531, C7 1.533, H16 1.092, H17 1.090
7 C -2.7694 -4.0413 0.6264  C6 1.533, N8 1.447, H18 1.101, H19 1.102
8 N -1.4738 -3.4172 0.4706  C4 1.352, C7 1.447, C9 1.434
9 C -0.2659 -4.1798 0.5999  C1 1.514, N8 1.434, H20 1.097, H21 1.103
10 H 0.8616 -3.3437 -1.0162  C1 1.095
11 H 1.8369 -3.8187 0.3966  C1 1.091
12 H 1.0942 -1.9057 1.6476  C2 1.110
13 H 1.5884 -1.3107 0.0464  C2 1.097
14 H -3.1177 -0.8383 1.0829  C5 1.098
15 H -3.1287 -1.1204 -0.6631  C5 1.097
16 H -4.3502 -2.7997 1.4205  C6 1.092
17 H -4.4194 -3.0403 -0.3307  C6 1.090
18 H -2.8577 -4.5495 1.5994  C7 1.101
19 H -2.9543 -4.7977 -0.1530  C7 1.102
20 H -0.3675 -5.1118 0.0298  C9 1.097
21 H -0.0884 -4.4373 1.6573  C9 1.103
22 C -0.8108 2.3463 -5.4418  C23 1.497, H37 1.094, H38 1.097, H39 1.098
23 C -0.4266 1.9357 -4.0539  C22 1.497, C24 1.404, C36 1.403
24 C -1.1870 0.9695 -3.3752  C23 1.404, C25 1.382, H40 1.091
25 C -0.9204 0.6687 -2.0530  C24 1.382, C26 1.430, H41 1.091
26 C 0.1170 1.3317 -1.3249  C25 1.430, C27 1.419, C35 1.434
27 C 0.1104 1.1827 0.0860  C26 1.419, C28 1.426, H42 1.096
28 C 1.0161 1.6776 1.0697  C27 1.426, C29 1.431, C34 1.428
29 C 0.9224 1.1209 2.3848  C28 1.431, C30 1.383, H43 1.093
30 C 1.6995 1.5841 3.4306  C29 1.383, C31 1.404, H44 1.092
31 C 2.6090 2.6355 3.2366  C30 1.404, C32 1.496, C33 1.401
32 C 3.3521 3.2160 4.3982  C31 1.496, H45 1.093, H46 1.098, H47 1.095
33 C 2.7752 3.1433 1.9417  C31 1.401, C34 1.390, H48 1.092
34 C 1.9795 2.7161 0.8857  C28 1.428, C33 1.390, H49 1.085
35 C 1.0356 2.0991 -2.1147  C26 1.434, C36 1.391, H50 1.089
36 C 0.6941 2.4789 -3.4082  C23 1.403, C35 1.391, H51 1.093
37 H -0.1142 3.0929 -5.8330  C22 1.094
38 H -0.8136 1.4892 -6.1264  C22 1.097
39 H -1.8218 2.7740 -5.4660  C22 1.098
40 H -2.0047 0.4710 -3.8975  C24 1.091
41 H -1.4848 -0.1010 -1.5243  C25 1.091
42 H -0.8004 0.7313 0.4968  C27 1.096
43 H 0.2039 0.3126 2.5434  C29 1.093
44 H 1.6026 1.1425 4.4242  C30 1.092
45 H 4.0876 3.9467 4.0519  C32 1.093
46 H 2.6696 3.7243 5.0925  C32 1.098
47 H 3.8733 2.4413 4.9711  C32 1.095
48 H 3.5320 3.9129 1.7773  C33 1.092
49 H 2.0598 3.2145 -0.0752  C34 1.085
50 H 2.0069 2.3787 -1.7104  C35 1.089
51 H 1.3038 3.2077 -3.9477  C36 1.093

---

Below is the molecule C22H27N3O2, with properties calculated with ωB97M-V with the def2-TZVPD basis set.

total energy	-31817.157	eV
net charge	0
relative energy (zero: lowest compared OMol25 entry of this formula, charge and spin)	248.3	kJ/mol
Kohn-Sham gap	8.162	eV
SMILES string	COc1ccccc1N1CCN(C[C@@H](O)c2c(C)[nH]c3ccccc23)CC1

Each atom is followed by the atoms it is bonded to, with distances in Å.
Positions of all 54 atoms, in Å:
1 C -0.8960 0.9568 5.4234  H2 1.095, H3 1.096, H4 1.090, O5 1.404
2 H -1.3263 1.9168 5.7280  C1 1.095
3 H -0.3397 0.5263 6.2635  C1 1.096
4 H -1.6999 0.2772 5.1424  C1 1.090
5 O -0.0951 1.0854 4.2780  C1 1.404, C6 1.377
6 C 0.9957 1.9236 4.3287  O5 1.377, C7 1.383, C11 1.416
7 C 1.3586 2.6325 5.4594  C6 1.383, C8 1.388, H54 1.079
8 C 2.4305 3.5147 5.4382  C7 1.388, C9 1.378, H53 1.079
9 C 3.1441 3.6889 4.2723  C8 1.378, C10 1.385, H52 1.080
10 C 2.8063 2.9683 3.1394  C9 1.385, C11 1.394, H51 1.078
11 C 1.7437 2.0654 3.1347  C6 1.416, C10 1.394, N12 1.382
12 N 1.3845 1.3781 1.9912  C11 1.382, C13 1.451, C17 1.445
13 C 0.9477 -0.0047 2.0445  N12 1.451, C14 1.530, H49 1.091, H50 1.098
14 C 1.6036 -0.7993 0.9132  C13 1.530, N15 1.456, H47 1.091, H48 1.097
15 N 1.2457 -0.3028 -0.4082  C14 1.456, C16 1.460, C22 1.451
16 C 1.0637 1.1461 -0.3970  N15 1.460, C17 1.524, H20 1.102, H21 1.095
17 C 1.8869 1.8022 0.7048  N12 1.445, C16 1.524, H18 1.102, H19 1.094
18 H 2.9499 1.5532 0.5575  C17 1.102
19 H 1.7770 2.8879 0.6297  C17 1.094
20 H 0.0045 1.4093 -0.2437  C16 1.102
21 H 1.3754 1.5487 -1.3658  C16 1.095
22 C 0.1320 -0.9872 -1.0389  N15 1.451, H23 1.093, H24 1.102, C25 1.543
23 H 0.2090 -2.0543 -0.8175  C22 1.093
24 H -0.8510 -0.6267 -0.6955  C22 1.102
25 C 0.2277 -0.8210 -2.5697  C22 1.543, C26 1.497, O44 1.411, H46 1.103
26 C -0.8267 -1.6447 -3.2411  C25 1.497, C27 1.369, C34 1.430
27 C -0.7692 -2.9587 -3.6206  C26 1.369, N28 1.374, C40 1.486
28 N -1.9776 -3.3244 -4.1632  C27 1.374, C29 1.365, H39 1.006
29 C -2.8326 -2.2611 -4.1421  N28 1.365, C30 1.388, C34 1.416
30 C -4.1468 -2.1480 -4.5729  C29 1.388, C31 1.379, H38 1.080
31 C -4.7684 -0.9276 -4.4125  C30 1.379, C32 1.397, H37 1.080
32 C -4.0992 0.1551 -3.8372  C31 1.397, C33 1.377, H36 1.080
33 C -2.7948 0.0478 -3.4084  C32 1.377, C34 1.394, H35 1.080
34 C -2.1389 -1.1735 -3.5590  C26 1.430, C29 1.416, C33 1.394
35 H -2.2890 0.8933 -2.9656  C33 1.080
36 H -4.6221 1.0943 -3.7294  C32 1.080
37 H -5.7910 -0.8032 -4.7368  C31 1.080
38 H -4.6623 -2.9869 -5.0177  C30 1.080
39 H -2.1824 -4.2336 -4.5416  N28 1.006
40 C 0.3363 -3.9472 -3.5211  C27 1.486, H41 1.085, H42 1.091, H43 1.089
41 H 1.2688 -3.4225 -3.3411  C40 1.085
42 H 0.1558 -4.6467 -2.7029  C40 1.091
43 H 0.4212 -4.5194 -4.4442  C40 1.089
44 O 1.5235 -1.1820 -2.9960  C25 1.411, H45 0.969
45 H 2.1196 -0.9022 -2.2856  O44 0.969
46 H 0.0474 0.2365 -2.8250  C25 1.103
47 H 1.3223 -1.8504 0.9935  C14 1.091
48 H 2.6933 -0.7384 1.0188  C14 1.097
49 H 1.2279 -0.4456 3.0022  C13 1.091
50 H -0.1445 -0.0650 1.9503  C13 1.098
51 H 3.3918 3.1052 2.2448  C10 1.078
52 H 3.9747 4.3778 4.2369  C9 1.080
53 H 2.6880 4.0619 6.3319  C8 1.079
54 H 0.7964 2.5232 6.3733  C7 1.079

---

Below is the molecule C22H27N3O3, with properties calculated with ωB97M-V with the def2-TZVPD basis set.

total energy	-33863.901	eV
net charge	0
relative energy (zero: lowest compared OMol25 entry of this formula, charge and spin)	419.8	kJ/mol
Kohn-Sham gap	8.520	eV
SMILES string	COc1cc(/C=N/NC(=O)CN2CCCCC2)ccc1OCc1ccccc1

Each atom is followed by the atoms it is bonded to, with distances in Å.
Positions of all 55 atoms, in Å:
1 C -2.3281 -3.0353 0.3053  H2 1.095, O3 1.406, H54 1.089, H55 1.095
2 H -1.7565 -3.0269 1.2391  C1 1.095
3 O -3.1433 -1.8962 0.1881  C1 1.406, C4 1.363
4 C -2.5358 -0.6763 0.1528  O3 1.363, C5 1.377, C9 1.417
5 C -1.1776 -0.4621 0.2345  C4 1.377, C6 1.402, H53 1.077
6 C -0.6498 0.8356 0.1903  C5 1.402, C7 1.389, C27 1.447
7 C -1.5167 1.9120 0.0553  C6 1.389, C8 1.385, H26 1.080
8 C -2.8849 1.7097 -0.0261  C7 1.385, C9 1.386, H25 1.078
9 C -3.4131 0.4295 0.0246  C4 1.417, C8 1.386, O10 1.356
10 O -4.7302 0.1148 -0.0369  C9 1.356, C11 1.407
11 C -5.6771 1.1529 -0.1189  O10 1.407, C12 1.508, H23 1.102, H24 1.102
12 C -7.0710 0.5768 -0.1012  C11 1.508, C13 1.390, C17 1.387
13 C -8.1588 1.4320 -0.2315  C12 1.390, C14 1.382, H22 1.081
14 C -9.4473 0.9313 -0.2101  C13 1.382, C15 1.385, H21 1.080
15 C -9.6610 -0.4291 -0.0592  C14 1.385, C16 1.384, H20 1.080
16 C -8.5802 -1.2832 0.0696  C15 1.384, C17 1.385, H19 1.080
17 C -7.2887 -0.7844 0.0496  C12 1.387, C16 1.385, H18 1.078
18 H -6.4412 -1.4437 0.1489  C17 1.078
19 H -8.7418 -2.3448 0.1873  C16 1.080
20 H -10.6679 -0.8196 -0.0426  C15 1.080
21 H -10.2868 1.6035 -0.3116  C14 1.080
22 H -7.9928 2.4938 -0.3493  C13 1.081
23 H -5.5334 1.7307 -1.0457  C11 1.102
24 H -5.5619 1.8432 0.7321  C11 1.102
25 H -3.5342 2.5645 -0.1295  C8 1.078
26 H -1.1245 2.9170 0.0161  C7 1.080
27 C 0.7756 1.0633 0.2933  C6 1.447, N28 1.277, H52 1.087
28 N 1.5729 0.0765 0.4415  C27 1.277, N29 1.354
29 N 2.9122 0.2315 0.5626  N28 1.354, C30 1.358, H51 1.017
30 C 3.7013 1.3362 0.5315  N29 1.358, O31 1.213, C32 1.531
31 O 3.3254 2.4790 0.3768  C30 1.213
32 C 5.1731 0.9841 0.7643  C30 1.531, N33 1.450, H49 1.099, H50 1.095
33 N 5.4780 -0.3621 0.3189  C32 1.450, C34 1.457, C40 1.453
34 C 5.6052 -0.4718 -1.1280  N33 1.457, C35 1.533, H47 1.093, H48 1.095
35 C 6.9243 0.0836 -1.6763  C34 1.533, C36 1.527, H45 1.091, H46 1.092
36 C 8.1049 -0.5853 -0.9761  C35 1.527, C37 1.527, H43 1.092, H44 1.093
37 C 7.9658 -0.4241 0.5357  C36 1.527, H38 1.091, H39 1.092, C40 1.532
38 H 8.7680 -0.9539 1.0518  C37 1.091
39 H 8.0330 0.6329 0.8024  C37 1.092
40 C 6.6116 -0.9815 0.9840  N33 1.453, C37 1.532, H41 1.093, H42 1.095
41 H 6.4861 -0.8643 2.0633  C40 1.093
42 H 6.5716 -2.0516 0.7529  C40 1.095
43 H 9.0447 -0.1485 -1.3197  C36 1.092
44 H 8.1174 -1.6497 -1.2248  C36 1.093
45 H 6.9689 -0.0927 -2.7519  C35 1.091
46 H 6.9666 1.1627 -1.5147  C35 1.092
47 H 4.7587 0.0440 -1.5873  C34 1.093
48 H 5.5336 -1.5358 -1.3774  C34 1.095
49 H 5.7770 1.7716 0.2927  C32 1.099
50 H 5.3398 1.0457 1.8444  C32 1.095
51 H 3.4110 -0.6490 0.6597  N29 1.017
52 H 1.1045 2.0985 0.2450  C27 1.087
53 H -0.4798 -1.2755 0.3378  C5 1.077
54 H -3.0091 -3.8851 0.3064  C1 1.089
55 H -1.6377 -3.1245 -0.5399  C1 1.095

---

Below is the molecule C22H27N3O4, with properties calculated with ωB97M-V with the def2-TZVPD basis set.

total energy	-35913.637	eV
net charge	0
relative energy (zero: lowest compared OMol25 entry of this formula, charge and spin)	198.1	kJ/mol
Kohn-Sham gap	8.717	eV
SMILES string	CCCc1cc(=O)oc2cc(C)cc(O[C@H](C)C(=O)NCCCn3ccnc3)c12

Each atom is followed by the atoms it is bonded to, with distances in Å.
Positions of all 56 atoms, in Å:
1 C 2.0524 -1.8640 0.8668  C2 1.522, H54 1.089, H55 1.088, H56 1.088
2 C 2.2176 -1.9774 2.3759  C1 1.522, H3 1.092, H4 1.092, C5 1.535
3 H 2.2754 -3.0307 2.6562  C2 1.092
4 H 3.1537 -1.4995 2.6705  C2 1.092
5 C 1.0537 -1.3296 3.1397  C2 1.535, C6 1.504, H52 1.092, H53 1.085
6 C 0.9891 0.1503 2.8819  C5 1.504, C7 1.355, C16 1.448
7 C 1.9424 0.9181 3.4641  C6 1.355, C8 1.442, H51 1.079
8 C 2.0326 2.3489 3.3087  C7 1.442, O9 1.205, O10 1.371
9 O 2.8843 3.0615 3.7775  C8 1.205
10 O 1.0421 2.9273 2.5585  C8 1.371, C11 1.348
11 C 0.0548 2.2092 1.9864  O10 1.348, C12 1.392, C16 1.411
12 C -0.8907 2.9620 1.2964  C11 1.392, C13 1.379, H50 1.078
13 C -1.9611 2.3437 0.6846  C12 1.379, C14 1.392, C46 1.495
14 C -2.0484 0.9554 0.7379  C13 1.392, C15 1.385, H45 1.078
15 C -1.0994 0.1834 1.3871  C14 1.385, C16 1.421, O17 1.362
16 C -0.0189 0.8022 2.0722  C6 1.448, C11 1.411, C15 1.421
17 O -1.1400 -1.1781 1.3650  C15 1.362, C18 1.420
18 C -2.2241 -1.8461 0.7368  O17 1.420, C19 1.527, C23 1.538, H44 1.098
19 C -2.0170 -3.3435 0.9539  C18 1.527, H20 1.086, H21 1.087, H22 1.087
20 H -2.8324 -3.8890 0.4882  C19 1.086
21 H -1.9979 -3.5671 2.0175  C19 1.087
22 H -1.0772 -3.6633 0.5101  C19 1.087
23 C -2.3035 -1.5639 -0.7732  C18 1.538, O24 1.212, N25 1.346
24 O -3.3577 -1.5827 -1.3709  C23 1.212
25 N -1.1076 -1.3388 -1.3479  C23 1.346, H26 1.009, C27 1.444
26 H -0.2898 -1.2979 -0.7587  N25 1.009
27 C -0.9845 -0.9093 -2.7215  N25 1.444, H28 1.093, H29 1.092, C30 1.532
28 H -0.0909 -1.3607 -3.1593  C27 1.093
29 H -1.8681 -1.2802 -3.2458  C27 1.092
30 C -0.9309 0.6172 -2.8431  C27 1.532, H31 1.090, H32 1.091, C33 1.534
31 H -1.7930 1.0441 -2.3296  C30 1.090
32 H -0.9925 0.8840 -3.8991  C30 1.091
33 C 0.3472 1.2246 -2.2496  C30 1.534, N34 1.437, H42 1.094, H43 1.094
34 N 1.5141 0.8219 -2.9857  C33 1.437, C35 1.355, C38 1.368
35 C 1.9682 1.3647 -4.1416  N34 1.355, N36 1.302, H41 1.072
36 N 3.0037 0.7305 -4.6128  C35 1.302, C37 1.358
37 C 3.2453 -0.2781 -3.7369  N36 1.358, C38 1.365, H40 1.071
38 C 2.3315 -0.2431 -2.7240  N34 1.368, C37 1.365, H39 1.071
39 H 2.2117 -0.8575 -1.8555  C38 1.071
40 H 4.0570 -0.9602 -3.8898  C37 1.071
41 H 1.5177 2.2250 -4.5951  C35 1.072
42 H 0.4624 0.9273 -1.2032  C33 1.094
43 H 0.2743 2.3156 -2.2819  C33 1.094
44 H -3.1769 -1.5411 1.1903  C18 1.098
45 H -2.8839 0.4836 0.2475  C14 1.078
46 C -3.0119 3.1420 -0.0180  C13 1.495, H47 1.087, H48 1.087, H49 1.090
47 H -3.5806 2.5233 -0.7075  C46 1.087
48 H -2.5665 3.9714 -0.5622  C46 1.087
49 H -3.7049 3.5588 0.7125  C46 1.090
50 H -0.7675 4.0325 1.2718  C12 1.078
51 H 2.6989 0.4781 4.0950  C7 1.079
52 H 1.2234 -1.4784 4.2086  C5 1.092
53 H 0.1243 -1.8186 2.8680  C5 1.085
54 H 2.0015 -0.8156 0.5758  C1 1.089
55 H 1.1417 -2.3691 0.5513  C1 1.088
56 H 2.8966 -2.3230 0.3563  C1 1.088